Record 1
C44H57BClN4O4S | ωB97M-V/def2-TZVPD

Last column: Löwdin charge in e.
Element x y z (Å)
C: -0.229 -0.764 -0.266  -0.152
N: -4.573 1.655 0.575  0.249
C: 5.035 -6.885 1.696  -0.093
H: -3.917 4.480 1.410  0.093
H: 3.977 1.722 -2.753  0.137
C: 0.274 2.236 3.994  0.114
H: 1.827 1.143 -1.245  0.129
H: 9.027 1.442 -5.477  0.101
N: -2.581 0.057 0.788  -0.327
H: 1.258 2.457 4.573  0.082
C: 2.826 -6.708 2.648  -0.097
H: 1.886 -2.237 0.716  0.079
H: -4.197 -5.149 4.511  0.096
H: 5.625 4.156 -2.860  0.126
C: -1.096 0.241 0.649  -0.305
C: -0.896 2.200 3.370  -0.070
H: -2.092 -3.355 -0.941  0.056
C: -2.833 -3.985 5.700  -0.106
C: -7.768 -4.165 2.811  -0.081
C: 0.876 8.314 -5.109  -0.092
N: -4.872 4.102 1.633  0.143
Cl: -3.367 -0.885 -0.466  0.785
C: 6.303 0.270 -7.132  -0.097
H: -5.225 3.462 -1.362  0.128
C: 5.343 1.144 -6.627  -0.096
C: -5.752 -2.844 2.876  -0.100
C: -1.021 1.834 0.400  -0.529
O: -5.919 3.406 -0.640  0.068
H: 2.707 -6.433 -0.734  0.097
H: -5.350 -6.129 6.474  0.104
C: 3.126 -6.559 0.259  -0.106
C: 4.498 -6.727 0.421  -0.094
C: 2.640 8.868 -3.560  -0.089
H: -2.694 3.480 2.910  0.136
C: -0.339 -2.329 0.135  -0.359
H: -4.922 -2.420 3.435  0.095
C: 0.452 7.294 -4.262  -0.101
C: 7.993 1.356 -5.797  -0.095
C: 4.489 3.998 -2.682  -0.173
H: 0.319 3.550 0.996  0.155
C: -2.265 2.442 2.589  -0.152
H: -3.038 1.656 2.946  0.145
O: 3.706 4.126 -3.919  -0.134
H: -0.398 6.678 -4.537  0.097
C: -5.858 -2.614 1.507  -0.121
S: -1.590 1.981 -1.415  0.867
C: 2.290 -6.554 1.373  -0.116
C: -6.920 -3.159 0.789  -0.096
H: -4.648 -5.499 8.765  0.104
H: -0.685 0.011 1.711  0.160
C: -7.872 -3.938 1.441  -0.087
H: 7.317 2.991 -4.572  0.093
C: 5.707 2.120 -5.703  -0.094
C: 1.903 2.261 -1.513  -0.222
H: 1.218 -6.429 1.247  0.095
H: 5.150 -6.735 -0.447  0.102
C: 0.408 2.598 0.328  -0.157
H: -5.113 -2.010 0.998  0.013
C: 4.253 2.538 -1.966  -0.147
H: 0.785 6.273 -2.397  0.092
H: 1.228 1.892 0.722  0.143
C: 1.070 -3.032 0.523  -0.085
H: 6.019 -0.492 -7.851  0.100
O: 3.181 2.728 -0.972  -0.161
H: 4.619 -6.987 3.804  0.102
H: 1.864 2.313 -2.680  0.154
H: 0.892 -0.466 -0.111  0.113
H: -7.006 -2.976 -0.277  0.100
H: 4.129 4.852 -1.977  0.131
O: 0.800 3.069 -0.989  -0.222
C: -0.950 -3.185 -1.133  -0.109
H: 2.754 4.293 -3.715  0.086
H: -8.512 -4.770 3.320  0.106
H: -5.556 4.880 1.469  0.107
H: -2.784 -3.900 9.094  0.103
H: -1.614 -2.940 7.132  0.099
H: 0.930 -3.629 1.515  0.091
C: 4.200 -6.870 2.810  -0.093
C: -2.435 -3.636 6.988  -0.100
H: 4.311 1.063 -6.954  0.099
C: -3.091 -4.176 8.090  -0.092
C: 1.971 9.100 -4.760  -0.087
H: -8.697 -4.368 0.881  0.105
H: 2.303 9.894 -5.421  0.104
C: -3.885 -4.879 5.515  -0.112
C: 7.627 0.374 -6.714  -0.096
C: 7.033 2.227 -5.290  -0.095
H: 2.728 7.678 -1.771  0.099
H: -0.881 -2.617 -2.132  0.079
H: 3.496 9.479 -3.290  0.103
H: 6.105 -7.018 1.822  0.103
H: -0.488 -4.234 -1.227  0.079
H: -0.416 -0.642 -1.405  0.091
N: -2.193 2.439 1.089  -0.064
C: -6.708 -3.615 3.529  -0.093
C: -4.139 -5.074 7.905  -0.089
B: -5.128 3.087 0.563  -0.460
H: 1.410 -3.732 -0.324  0.075
C: -4.534 -5.427 6.618  -0.095
C: 2.210 7.854 -2.709  -0.101
H: 0.354 8.496 -6.043  0.103
H: 8.375 -0.309 -7.105  0.101
H: 5.203 2.172 -1.404  0.138
H: -6.628 -3.790 4.597  0.099
H: -2.323 -3.562 4.840  0.092
H: -0.678 1.332 -2.244  -0.064
C: -3.261 1.403 0.790  -0.287
H: -5.276 0.909 0.407  0.161
H: 2.175 -6.702 3.516  0.100
H: -1.068 -2.406 1.027  0.125
C: 1.118 7.066 -3.060  -0.112
H: 4.957 2.797 -5.305  0.075

Atomic forces in eV per Å
0.692 0.102 -0.562
2.702 0.304 1.038
-0.088 0.027 -0.004
-0.965 -0.295 0.661
0.485 1.547 1.300
-6.377 0.507 -3.293
-0.309 1.596 -0.162
-0.108 -0.017 -0.039
-2.600 2.610 -1.454
-2.357 -0.799 -1.375
0.070 0.020 -0.073
-1.201 -1.325 -0.287
0.033 0.005 0.090
-2.101 -0.296 -0.273
1.783 0.185 1.771
5.988 0.976 2.725
2.066 0.247 -0.469
-0.102 -0.046 0.113
0.108 0.083 -0.063
0.040 -0.016 0.058
-0.155 -0.656 -2.376
0.496 0.030 0.558
0.029 0.062 0.078
-1.341 -0.220 0.723
0.139 -0.043 0.049
-0.054 0.009 -0.044
1.452 -1.265 -3.034
2.757 -0.815 1.844
0.040 -0.042 0.071
0.089 0.070 0.014
0.055 0.003 0.123
-0.075 0.019 0.066
-0.098 -0.054 -0.035
1.003 -1.993 -0.393
-0.303 -0.685 -0.763
-0.076 -0.064 -0.009
0.101 0.055 0.038
-0.058 -0.012 0.007
-0.354 -0.164 0.770
0.283 -1.853 -1.054
0.780 0.632 2.981
1.392 1.232 -0.332
0.198 -0.210 1.090
0.063 0.065 0.018
-0.161 -0.037 0.092
-0.903 0.131 -0.400
0.103 0.016 0.013
0.020 0.004 0.101
0.058 0.043 -0.093
-0.745 0.531 -1.523
0.049 0.032 0.023
-0.006 -0.052 -0.084
0.016 -0.010 0.019
0.392 -0.088 -0.621
0.098 -0.035 0.014
-0.066 -0.009 0.092
0.312 0.846 1.870
-0.129 -0.169 0.121
0.618 0.787 -0.331
0.014 0.059 -0.023
-1.339 1.184 -0.300
-0.169 0.500 0.636
0.036 0.077 0.066
-1.130 -1.016 -1.768
-0.044 -0.006 -0.102
0.097 0.313 2.119
-2.105 -0.236 -0.086
-0.003 -0.046 0.082
0.778 -1.711 -0.852
1.450 -2.179 0.882
-1.380 0.027 0.680
1.312 -0.007 0.068
0.080 0.069 -0.058
0.979 -0.765 0.184
-0.023 -0.036 -0.099
-0.086 -0.076 -0.003
0.388 0.916 -1.928
-0.059 0.015 -0.108
-0.069 -0.027 -0.019
0.107 0.020 0.023
-0.038 -0.042 -0.107
-0.029 -0.093 0.093
0.094 0.055 0.064
-0.036 -0.091 0.069
0.056 0.029 0.065
-0.093 0.072 0.030
-0.054 -0.154 -0.100
-0.045 0.023 -0.093
0.159 -0.905 1.537
-0.094 -0.057 -0.024
-0.121 0.017 -0.015
-0.582 1.787 0.159
0.049 -0.112 2.047
-2.273 -2.438 -0.368
-0.038 -0.009 -0.075
0.058 0.062 -0.078
-1.092 2.054 -1.374
-0.425 1.130 1.484
0.049 0.076 0.015
-0.012 -0.006 -0.079
0.066 -0.025 0.105
-0.070 0.080 0.029
-1.713 0.792 -0.876
0.019 0.018 -0.100
-0.027 -0.047 0.065
-0.523 0.452 1.290
1.647 -1.413 -0.834
1.102 0.194 -0.040
0.063 -0.015 -0.083
1.160 -0.011 -1.401
0.044 0.047 -0.094
0.084 -0.051 -0.091

Values from the calculation:
LUMO energy: -4.26 eV
Charge: +1
HOMO energy: -10.58 eV
Gap between HOMO and LUMO: 6.33 eV

***

Record 2
C50H39CaI4N5O3PS2 | ωB97M-V/def2-TZVPD

Last column: Löwdin spin population.
Element x y z (Å)
H: 0.922 4.486 -1.854  0.000
C: -5.077 -0.931 -2.493  0.026
H: -2.477 3.779 3.406  0.000
C: -1.118 -1.192 4.868  0.000
H: 4.189 0.007 -3.997  0.000
N: -0.775 -0.987 -2.089  0.033
H: 4.662 1.018 2.123  0.000
N: 3.589 2.552 -1.308  0.000
C: 0.890 1.793 -6.469  0.001
C: 1.223 -0.535 -3.608  -0.068
H: -4.572 -2.139 1.166  0.002
I: 9.813 0.635 1.916  0.002
C: -6.312 -3.309 -1.663  0.000
Ca: 0.394 -0.082 -0.264  -0.002
P: -1.633 2.484 1.188  0.000
H: -1.086 -0.282 4.263  0.000
H: 5.487 -0.434 -1.756  0.004
H: 4.315 -1.632 3.309  0.001
N: 1.643 -1.409 1.369  0.061
C: -2.197 5.850 3.043  0.000
I: -8.696 -2.957 -3.513  0.006
H: 4.178 3.337 -1.155  0.000
H: -1.642 6.517 2.351  0.000
H: 3.965 1.653 -1.170  0.001
H: -0.832 -4.583 6.767  0.000
H: -5.070 1.468 3.397  0.000
H: -1.531 -0.411 6.829  0.000
C: -4.163 1.753 1.459  0.000
C: -3.485 -2.179 1.149  0.052
C: -4.986 0.998 2.410  0.000
H: -3.028 -1.888 -4.260  0.004
C: 6.268 -1.440 0.403  0.018
C: 6.745 0.777 2.060  -0.001
O: 1.377 1.967 -1.402  0.001
C: 1.071 -1.821 2.579  0.023
C: 7.804 -0.007 1.572  0.018
C: 3.335 -1.479 2.888  0.013
H: -4.144 1.239 0.471  0.000
H: 3.148 -1.187 -5.451  0.001
C: -1.793 4.408 2.865  0.000
H: 8.363 -1.745 0.425  0.000
O: -2.823 1.780 2.015  0.000
N: -1.318 -1.705 0.567  0.022
C: -6.981 -2.423 -2.509  0.033
S: 0.096 1.968 2.004  0.000
O: -1.848 4.097 1.452  0.000
C: -2.082 -1.257 -2.266  -0.001
C: -2.976 -1.558 -1.278  0.143
H: -0.128 1.433 -4.648  0.001
C: 7.598 -1.127 0.808  0.000
C: 2.508 -0.375 -5.751  -0.014
H: 2.033 -2.316 4.493  -0.002
C: -1.401 -1.282 6.271  0.003
H: 2.663 4.784 -2.159  0.000
H: -0.785 4.192 3.264  0.000
H: -4.561 -0.019 2.542  0.000
H: -3.063 -2.715 3.225  0.001
I: 2.026 2.172 -9.277  -0.002
C: 1.500 0.024 -4.875  -0.007
H: -6.760 -4.229 -1.363  -0.001
N: 2.251 -1.150 -1.455  -0.008
C: -0.155 -0.764 -3.334  0.057
C: -0.904 -3.685 6.214  0.003
H: 1.989 4.789 -0.537  0.000
H: -0.281 -4.464 4.370  0.000
C: -6.381 -1.239 -2.917  -0.001
C: -2.257 -1.356 -3.749  0.068
C: 5.475 0.383 1.785  0.013
C: 1.945 1.357 -7.296  -0.018
C: -0.669 -3.593 4.887  0.002
C: 2.747 0.256 -6.983  0.003
H: 7.016 1.659 2.545  0.000
C: -0.690 -2.309 4.248  0.003
C: 3.470 -0.999 -0.903  0.023
H: 6.037 -2.270 -0.285  0.000
C: -2.732 -2.336 2.249  0.026
C: -1.087 -0.963 -4.354  -0.014
C: 5.201 -0.701 0.928  0.019
H: -3.246 5.950 2.842  0.000
C: -0.276 -2.077 2.819  0.022
C: -4.366 -1.834 -1.695  0.012
C: 2.172 -1.842 3.532  -0.019
C: -1.329 -2.503 6.857  0.000
C: -2.592 -1.752 0.119  0.027
C: 0.716 1.187 -5.270  -0.011
H: -4.668 0.019 -2.738  0.000
H: 0.290 2.617 -6.817  0.000
I: -1.734 -2.830 8.966  0.000
C: 2.257 2.795 -1.406  0.000
H: -4.598 -3.626 -0.461  0.001
C: 2.919 -1.302 1.498  0.004
C: 4.422 -0.624 -1.899  0.077
C: 3.747 -0.406 -3.071  0.031
S: -1.950 2.158 -0.728  0.000
C: 1.926 4.268 -1.536  0.000
H: -0.747 -0.959 -5.416  -0.001
H: -6.967 -0.478 -3.467  0.000
H: -2.037 6.209 4.069  0.000
C: -5.110 -2.976 -1.160  0.022
H: -5.935 0.875 1.966  0.000
C: 2.321 -0.700 -2.711  0.079
H: 3.370 -0.100 -7.786  0.001
H: -4.492 2.825 1.331  0.000
C: 3.835 -1.000 0.487  0.153
C: -1.363 -2.047 1.922  0.049

Atomic forces in eV per Å
-0.358 -0.424 -0.406
-0.901 -1.104 0.097
-0.396 -0.445 0.234
0.025 0.461 1.981
-0.542 -0.386 0.790
1.704 1.044 -0.546
-0.129 -0.246 -0.001
-0.881 0.934 -0.102
1.302 0.297 -1.212
-0.848 -1.077 2.436
0.309 -0.288 -0.302
-0.481 -0.176 0.009
-1.288 0.302 -0.264
-0.325 -0.282 0.139
0.089 0.152 -1.218
-0.232 0.073 0.634
-0.401 -0.135 0.033
0.132 0.306 -0.163
-3.362 -0.599 -0.468
0.692 0.599 -0.126
-0.766 -0.314 -0.075
0.394 0.303 0.011
-0.255 -0.413 0.384
0.221 -1.391 0.121
0.067 -0.813 0.315
-0.028 0.008 -0.196
-0.620 1.236 0.851
1.051 1.073 -0.785
-0.895 0.880 -0.305
0.443 -1.116 1.215
-0.753 0.179 -0.146
0.676 0.319 0.944
1.522 -1.520 -0.872
-0.023 -0.906 0.110
1.182 0.760 -0.312
0.412 0.247 0.203
-1.662 -1.373 0.787
0.103 0.519 0.594
-0.055 -0.395 -0.088
0.692 0.543 -0.221
1.030 -0.366 -0.202
-0.140 0.119 0.085
-0.258 0.376 0.762
0.780 0.412 -0.623
-0.061 -0.336 0.036
-0.165 -0.615 1.012
1.788 -0.207 -2.788
-1.072 -0.445 0.984
0.056 0.343 0.297
-2.076 -0.024 -0.738
0.251 0.064 -0.267
0.321 0.399 0.348
0.397 -0.289 -1.926
-0.197 -0.093 -0.141
-0.308 0.198 -0.337
-0.139 0.597 -0.018
0.048 0.409 -0.436
0.124 -0.155 0.554
-0.068 2.724 -2.500
-0.424 -0.504 0.120
-0.610 0.658 1.047
0.791 -0.049 2.369
-1.147 1.523 0.478
0.082 -0.788 -0.665
-0.160 0.142 -0.296
-0.069 0.638 0.404
0.337 0.168 -0.031
-0.943 0.183 -0.426
-0.385 -0.475 -0.301
1.209 1.016 -1.329
-1.492 1.082 0.035
-0.069 1.296 0.966
0.364 -1.921 -1.289
1.528 -0.016 0.962
0.336 0.452 0.495
1.183 -0.741 2.104
-1.135 -0.726 -1.236
0.333 -0.267 -0.914
-0.646 0.179 -0.263
0.188 -0.426 -0.094
-0.697 -0.553 1.599
-0.219 -0.535 -0.213
0.310 -1.316 1.339
0.370 -0.381 -0.962
0.269 -2.053 0.646
0.489 0.490 -0.255
-0.256 0.114 0.168
0.103 0.479 -0.675
-0.031 0.877 0.021
-0.052 -0.021 -0.162
1.981 0.908 1.429
0.656 0.563 -0.790
-1.186 0.125 0.414
0.382 0.088 0.131
0.714 1.176 1.212
-0.953 -0.182 0.934
0.495 -0.671 0.145
0.110 -0.214 -0.157
2.666 1.391 -0.905
-1.435 -0.142 -0.273
1.523 -0.011 -2.272
0.550 -0.323 0.371
0.136 -1.006 -0.046
-0.632 -0.235 -0.927
-0.690 0.059 -1.087

Values from the calculation:
LUMO energy (alpha / beta): 0.00 / 3.01 eV
Charge: -2
Expectation value of S²: 0.881
Multiplicity: 2
HOMO energy (alpha / beta): -0.16 / -1.52 eV
Gap between HOMO and LUMO (alpha / beta): 0.16 / 4.53 eV

***

Going through the records in order, we get electronic energy values of -3113.5006 -5434.6310 Eh.
Going through the records in order, we get energy relative to the best compared isomer or geometry (same formula, charge and spin) values of 0.0 17.1 kcal/mol.